(1)
Below is an isolated ion of composition C19H31N5O10P and charge +1 in a non-equilibrium geometry, with properties calculated with wB97M-V/def2-TZVPD.

Last column: Löwdin charge in e.
CARTESIAN COORDINATES (ANGSTROEM)
P: -0.66 -0.02 -1.41  0.6461
O: 4.02 1.00 -0.85  0.0864
O: 0.48 -0.50 -2.45  -0.1206
O: 2.06 1.74 -1.37  0.0844
O: -2.97 1.14 -1.68  -0.1453
O: -0.03 1.19 -0.53  -0.1478
O: 2.65 1.64 0.81  0.1111
O: -1.14 -1.04 -0.48  -0.1948
O: 1.77 -1.07 -0.61  0.0289
O: 0.85 -3.05 -0.20  0.0704
O: 1.30 -1.59 1.46  0.0994
N: -3.41 0.29 1.01  0.0201
N: -2.48 2.53 1.04  0.1923
N: -1.84 -0.75 2.22  0.1421
N: 0.93 0.75 2.70  0.2659
N: -0.34 2.61 2.03  0.1435
C: -2.96 -0.87 1.58  -0.1081
C: -5.09 0.18 -2.38  -0.0155
C: -2.50 1.24 1.32  -0.2307
C: 4.96 -0.77 0.51  -0.0164
C: 2.90 1.46 -0.36  -0.5603
C: 0.78 2.21 -1.03  -0.1796
C: -1.41 3.16 1.47  -0.1836
C: -1.13 -4.34 -0.34  -0.0256
C: -3.95 0.15 -1.37  -0.3690
C: -1.48 0.56 2.06  -0.1566
C: 5.09 0.68 0.07  -0.3643
C: 6.40 0.94 -0.67  -0.0236
C: -1.93 0.73 -2.52  -0.1828
C: -0.35 1.32 2.29  -0.2322
C: 1.24 -1.93 0.30  -0.5638
C: -0.24 -3.80 1.95  -0.0360
C: 0.11 -4.10 0.50  -0.3234
C: 1.58 -1.25 -1.99  -0.1696
C: -4.47 0.46 0.05  -0.0554
H: 1.01 -0.24 2.31  0.1129
H: 5.00 1.34 0.93  0.1482
H: 1.06 0.74 3.72  0.1818
H: 0.85 2.96 -0.23  0.1396
H: 7.24 0.74 -0.02  0.0912
H: -5.57 1.16 -2.36  0.0933
H: 0.65 -3.69 2.56  0.0851
H: -1.55 1.62 -3.02  0.1172
H: 1.44 -2.30 -2.24  0.1533
H: 6.46 0.30 -1.55  0.0893
H: -5.83 -0.58 -2.15  0.0892
H: -1.38 4.23 1.31  0.1215
H: 0.38 2.64 -1.95  0.1506
H: -1.74 -3.44 -0.34  0.0642
H: 5.75 -1.01 1.22  0.0936
H: -4.72 0.01 -3.38  0.0826
H: -2.24 0.01 -3.27  0.1200
H: 5.05 -1.43 -0.35  0.0929
H: -0.83 -2.89 2.02  0.0541
H: -3.47 -0.84 -1.37  0.1389
H: 6.45 1.98 -0.99  0.0879
H: -3.51 -1.79 1.50  0.1479
H: -5.30 -0.21 0.29  0.1436
H: 2.47 -0.84 -2.48  0.1540
H: -0.86 -4.59 -1.36  0.0872
H: -1.70 -5.17 0.08  0.0898
H: 4.00 -0.94 0.98  0.0671
H: -0.81 -4.63 2.33  0.0946
H: 1.67 1.31 2.23  0.1240
H: 0.79 -4.96 0.45  0.1543
H: -4.79 1.50 0.08  0.1448

Output
Kohn-Sham gap	9.78	eV
HOMO	-12.13	eV
charge	+1
LUMO	-2.35	eV
E	-57418.797	eV
structure (SMILES)	CC(C)OC(=O)OCOP(=O)(CO[C@H](C)Cn1cnc2c([NH3+])ncnc21)OCOC(=O)OC(C)C
maximum force	1.43	eV/A

(2)
Below is a 2-piece molecular cluster, C19H31NO6 overall, with properties calculated with wB97M-V/def2-TZVPD.

Last column: Löwdin charge in e.
CARTESIAN COORDINATES (ANGSTROEM)
O: -0.98 -2.97 0.86  0.0718
O: 1.85 0.33 3.79  0.0962
O: 2.89 -0.01 -1.13  0.1368
O: 1.70 1.37 -2.43  -0.0404
O: 1.02 -3.96 0.65  0.1417
O: 3.07 -0.88 2.34  0.0099
N: -0.52 4.00 -4.76  0.1453
C: 3.94 1.21 2.99  0.0326
C: -0.96 -0.86 -1.06  -0.1656
C: 0.37 -3.00 0.97  -0.4231
C: 0.60 4.17 -4.67  -0.2801
C: -2.81 -2.02 2.11  -0.1272
C: 0.31 1.69 -2.18  -0.1694
C: 2.43 1.09 -1.31  -0.5338
C: -0.41 -1.23 2.32  -0.0479
C: 2.84 0.19 3.11  -0.5233
C: -1.51 -1.73 1.37  -0.4336
C: -3.89 -2.75 1.28  -0.2263
C: -0.60 0.81 -3.03  -0.1580
C: -5.21 -1.97 1.13  -0.1016
C: -1.57 -0.07 -2.24  -0.1794
C: -1.80 -0.75 0.21  -0.1007
C: 2.04 4.37 -4.53  -0.0623
C: 2.11 -1.95 2.45  -0.0920
C: 2.61 2.24 -0.36  0.0239
C: 0.86 -1.71 1.61  -0.1586
H: -2.84 -0.92 -0.11  0.1053
H: 1.86 -2.09 3.50  0.1370
H: -3.48 -2.93 0.28  0.1022
H: -6.07 -2.65 1.19  0.0656
H: 2.36 5.25 -5.09  0.0827
H: 1.74 2.30 0.29  0.0965
H: 3.51 2.08 0.23  0.0663
H: -0.47 -0.15 2.48  0.1263
H: -4.09 -3.72 1.74  0.1050
H: 0.17 2.75 -2.42  0.1001
H: 2.58 3.50 -4.90  0.0878
H: 4.91 0.72 3.03  0.0946
H: -1.99 -0.81 -2.93  0.1131
H: 1.12 -0.99 0.83  0.1437
H: -0.91 -1.92 -1.33  0.1248
H: 2.30 4.52 -3.48  0.0753
H: -2.43 0.52 -1.89  0.1111
H: -5.33 -1.23 1.92  0.0659
H: 0.01 0.21 -3.69  0.1250
H: 0.10 1.58 -1.11  0.1134
H: 2.67 3.18 -0.92  0.0855
H: -5.26 -1.46 0.16  0.0648
H: -1.19 1.47 -3.67  0.0967
H: 3.84 1.91 3.81  0.0919
H: -2.58 -2.59 3.02  0.1201
H: 3.85 1.76 2.05  0.0533
H: 0.08 -0.56 -0.89  0.0883
H: -0.50 -1.77 3.27  0.1341
H: -1.78 0.27 0.62  0.1302
H: -3.18 -1.04 2.44  0.1234
H: 2.63 -2.83 2.07  0.1348

Output
Kohn-Sham gap	10.65	eV
HOMO	-10.24	eV
LUMO	0.41	eV
E	-33981.360	eV
structure (SMILES)	CCC[C@@]1(CCCCCOC(C)=O)C[C@@H](COC(C)=O)C(=O)O1.CC#N
maximum force	0.69	eV/A

(3)
Below is C19H31OSiTc as an isolated structure in a non-equilibrium geometry, with properties calculated with wB97M-V/def2-TZVPD.

Last column: Löwdin charge in e.
CARTESIAN COORDINATES (ANGSTROEM)
Tc: -0.16 0.70 0.36  1.2970
Si: -0.12 -1.76 3.03  0.4192
O: 0.69 -1.22 -0.84  -0.3711
C: -2.19 0.88 1.18  -0.2209
C: -0.36 -1.22 1.25  -0.3761
C: 2.40 0.87 -0.64  -0.1337
C: 2.03 0.94 1.65  -0.1791
C: -1.59 2.00 -0.77  -0.2006
C: -2.28 0.84 -0.26  -0.1876
C: 1.51 1.99 -0.37  -0.2566
C: 0.74 -1.51 -2.13  -0.2995
C: 2.71 0.26 0.60  -0.1589
C: -1.19 -3.34 3.09  -0.2054
C: 0.49 1.73 -4.19  -0.1040
C: -1.44 2.03 1.55  -0.2210
C: -0.67 -0.37 4.17  -0.2044
C: 1.71 -2.23 3.24  -0.1863
C: -1.81 0.52 -4.31  -0.1061
C: 0.33 -0.76 -3.87  -0.1199
C: 1.37 2.07 1.08  -0.3097
C: -0.32 0.48 -4.35  -0.3610
C: -1.08 2.72 0.35  -0.2483
H: -1.22 -3.83 4.06  0.0051
H: -2.23 -3.09 2.80  0.0189
H: -2.20 1.39 -3.74  0.0567
H: 1.77 -1.78 -2.35  0.0574
H: 2.00 -3.00 2.51  0.0332
H: 0.59 2.30 -5.12  0.0576
H: 1.29 2.78 -1.09  0.0918
H: -0.83 -4.08 2.36  0.0294
H: 0.20 -2.45 -2.24  0.0590
H: -2.64 0.17 1.87  0.0975
H: -1.55 2.31 -1.82  0.0753
H: 2.13 0.76 2.73  0.0827
H: 3.38 -0.60 0.74  0.0970
H: 2.82 0.65 -1.61  0.0849
H: 0.05 2.43 -3.44  0.0591
H: -1.73 -0.15 3.99  0.0178
H: -0.54 -0.64 5.23  0.0130
H: -1.21 2.34 2.58  0.1054
H: -2.79 0.10 -0.87  0.1038
H: 1.35 -0.80 -4.24  0.0588
H: -2.28 0.58 -5.30  0.0570
H: 1.52 1.50 -3.85  0.0721
H: 0.41 -2.00 1.00  0.0111
H: -0.57 3.69 0.28  0.1129
H: 1.94 -2.63 4.24  0.0132
H: -2.22 -0.40 -3.84  0.0777
H: -0.08 0.54 3.96  0.0148
H: -1.30 -1.66 0.87  0.0166
H: 2.37 -1.38 3.06  0.0015
H: -0.24 -1.62 -4.23  0.0593
H: 1.04 2.94 1.64  0.0930

Output
Kohn-Sham gap (alpha / beta)	5.01 / 6.54	eV
HOMO (alpha / beta)	-1.84 / -3.47	eV
charge	-1
multiplicity	4
LUMO (alpha / beta)	3.17 / 3.07	eV
expectation value of S²	3.79
E	-32323.670	eV
maximum force	3.08	eV/A

(4)
Below is a 3-piece molecular cluster, C19H32F7NO10PS4 overall in a non-equilibrium geometry, with properties calculated with wB97M-V/def2-TZVPD.

Last column: Löwdin charge in e.
CARTESIAN COORDINATES (ANGSTROEM)
S: -2.48 2.22 -0.11  0.6497
S: 0.10 2.55 6.07  0.8249
S: -0.58 1.93 0.79  0.9257
S: 1.84 4.98 6.37  0.6202
P: -0.08 -0.12 0.22  0.4970
F: -2.11 4.81 0.19  0.0706
F: -4.87 3.01 1.87  0.1184
F: -5.35 5.72 2.75  0.1286
F: -3.98 4.25 -0.93  0.1279
F: -6.15 5.09 0.75  0.1335
F: -4.34 6.47 0.86  0.1439
F: -3.11 4.34 2.63  0.1070
O: 2.41 -5.02 -4.85  0.1043
O: -0.90 -1.19 1.27  -0.1403
O: -0.56 -0.49 -1.35  -0.1426
O: 1.49 -3.26 -3.87  0.0016
O: -2.24 2.14 -1.60  -0.2977
O: -3.37 1.07 0.24  -0.3153
O: 1.43 -0.28 0.39  -0.2486
O: -1.77 3.99 9.94  -0.1605
O: 2.14 -6.54 -10.08  -0.0020
O: 1.91 -8.12 -11.62  0.1042
N: 0.94 3.74 8.62  -0.1728
C: 1.20 -1.86 -3.81  -0.2335
C: 0.97 3.77 7.17  -0.9617
C: -4.01 4.08 1.57  -0.2429
C: -0.69 4.87 10.31  -0.1745
C: 1.14 2.28 4.56  -0.4658
C: 2.13 -6.10 -8.72  -0.2324
C: 3.52 -6.11 -8.13  -0.0624
C: 0.21 2.56 9.17  -0.1686
C: -3.21 3.91 0.20  -0.3502
C: -1.35 2.88 9.12  -0.1915
C: 0.36 2.93 3.30  -0.2654
C: -0.16 -1.56 -4.40  -0.0698
C: 2.03 -3.87 -4.94  -0.5128
C: -4.97 5.38 1.45  -0.3599
C: 2.07 -7.83 -10.46  -0.5274
C: -0.68 1.88 2.64  -0.3620
C: 0.48 5.02 9.23  -0.1575
C: 2.29 -8.91 -9.43  0.0069
C: 2.08 -3.15 -6.26  0.0121
H: -1.50 -0.80 -1.27  0.1057
H: -1.73 2.05 3.06  0.1175
H: 0.48 1.57 8.64  0.1195
H: -0.34 0.84 3.00  0.1031
H: 2.96 -3.49 -6.80  0.0847
H: 4.20 -5.51 -8.73  0.0881
H: 1.30 1.16 4.39  0.0869
H: 1.14 3.26 2.54  0.1174
H: -1.82 -1.28 0.90  0.0931
H: -0.93 -2.14 -3.89  0.0801
H: -0.21 -1.82 -5.46  0.0732
H: 1.76 -5.07 -8.73  0.1096
H: 3.94 -7.12 -8.10  0.0724
H: -0.26 3.81 3.68  0.1067
H: 2.18 -2.07 -6.16  0.0734
H: -1.78 3.03 8.08  0.1023
H: 3.51 -5.72 -7.11  0.0558
H: -1.88 1.95 9.55  0.1381
H: -1.15 5.91 10.44  0.1396
H: 1.19 -3.39 -6.83  0.0971
H: 2.17 2.74 4.71  0.0729
H: 0.52 2.39 10.27  0.1468
H: -0.29 4.60 11.36  0.1331
H: 3.35 -9.18 -9.41  0.0981
H: 1.70 -9.78 -9.70  0.0932
H: 0.17 5.82 8.48  0.1106
H: 1.20 -1.59 -2.75  0.0980
H: -0.40 -0.49 -4.29  0.0785
H: 1.38 5.45 9.79  0.1407
H: 1.97 -8.63 -8.42  0.0693
H: 2.00 -1.27 -4.27  0.1194
H: 1.41 -6.67 -8.12  0.1171

Output
Kohn-Sham gap	4.32	eV
HOMO	-10.95	eV
charge	+1
LUMO	-6.63	eV
E	-113826.545	eV
maximum force	9.12	eV/A

Question: Which value of E does entry 3 give?
Answer: -32323.670 eV

Question: Among the records above, which one has the highest maximum force?
Answer: C19H32F7NO10PS4